(1)
A cluster of 2 separate species, C3H7NO4S in total at a distorted geometry. Source: the OMol25 dataset; level of theory: the ωB97M-V functional and the def2-TZVPD basis.

```
16
Properties=species:S:1:pos:R:3:mulliken_charge:R:1
H -0.2302 -2.9781 1.3873 0.30
C -2.0073 -2.1338 0.4095 0.59
O -2.2791 -2.0704 1.6783 -0.41
S 0.3027 1.1449 -0.2263 0.64
H -0.5533 3.2749 0.3753 0.31
O -0.2050 0.5594 -1.7141 -0.43
H -0.9835 2.9984 -1.1984 0.35
C -0.9483 2.5377 -0.3410 -0.90
H -1.8663 1.9887 0.0131 0.28
O 1.5613 1.7920 -0.4291 -0.58
H -1.8531 -4.8138 2.0205 0.26
N -1.8086 -4.5055 1.0739 -0.51
H 0.1718 -0.3031 -1.7986 0.30
H -2.7724 -4.5823 0.7140 0.29
C -1.3178 -3.2498 1.0754 0.02
O -2.0294 -1.5188 -0.5977 -0.52
```

Computed properties:
- energy above the lowest of the compared OMol25 structures with the same formula, charge and spin (kcal/mol) = 66.8
- LUMO level (Ha) = 0.017
- maximum force (eV/A) = 7.3
- charge = 0

(2)
A structure of composition C3H7NORb at a distorted geometry. Source: the OMol25 dataset; level of theory: the ωB97M-V functional and the def2-TZVPD basis.

```
13
Properties=species:S:1:pos:R:3:mulliken_charge:R:1
H 0.2587 2.2627 0.3217 0.27
N -0.4380 -0.9565 -0.0238 -0.18
C 0.5875 1.2263 0.2346 -1.14
C 0.7964 -1.6911 0.2721 -0.80
C -0.5911 0.3581 -0.1277 0.64
O -1.6491 0.8713 -0.4925 -0.64
Rb -3.3934 2.9318 -1.5786 1.03
H 1.5635 -1.0432 0.6784 0.32
H 0.5468 -2.4309 1.0324 0.30
H -1.1960 -1.5619 -0.3001 0.24
H 1.0456 0.9872 1.1908 0.36
H 1.3077 1.2390 -0.5861 0.33
H 1.1615 -2.1928 -0.6211 0.28
```

Computed properties:
- energy above the lowest of the compared OMol25 structures with the same formula, charge and spin (kcal/mol) = 0.0
- LUMO level (Ha) = -0.134
- maximum force (eV/A) = 1.0
- charge = +1

(3)
The ion C3H7NOS with charge -2 at a distorted geometry. Source: the OMol25 dataset; level of theory: the ωB97M-V functional and the def2-TZVPD basis.

```
13
Properties=species:S:1:pos:R:3:mulliken_charge:R:1
N 0.5355 0.2874 -0.6666 -0.44
H -0.7109 1.0058 0.9600 0.22
H -2.0205 -0.3977 -1.0141 0.24
C 1.9947 0.0853 -0.3240 -0.38
H 0.0793 -0.4249 1.2828 0.29
C -1.7144 -0.5430 0.0281 -0.78
H -1.9186 -1.6128 0.1431 0.19
S -3.2491 0.1518 0.9138 -0.87
H 1.9012 -0.8116 0.3309 0.21
H 0.4180 1.2273 -1.0360 0.21
H 2.4746 -0.1914 -1.2977 0.22
C -0.3951 0.0965 0.4382 -0.19
O 2.6053 1.1274 0.2414 -0.93
```

Computed properties:
- energy above the lowest of the compared OMol25 structures with the same formula, charge and spin (kcal/mol) = 10.8
- LUMO level (Ha) = 0.232
- SMILES = [O-]CNCC[S-]
- maximum force (eV/A) = 2.5
- charge = -2

(4)
The ion C3H7NOS with charge -2. Source: the OMol25 dataset; level of theory: the ωB97M-V functional and the def2-TZVPD basis.

```
13
Properties=species:S:1:pos:R:3:mulliken_charge:R:1
H 0.5832 -0.9435 -1.7004 0.27
S -1.4621 0.3372 -1.5922 -0.79
C 0.3864 -0.6681 0.4128 0.28
H 0.9002 -1.6112 0.6535 0.12
C 1.4088 0.4799 0.5565 -0.49
H -1.4331 -0.0358 0.9799 0.26
N -0.6712 -0.5281 1.4416 -0.74
H 2.2545 0.1941 -0.1131 0.22
H -0.2234 0.0942 2.1171 0.31
C -0.2369 -0.8733 -0.9690 -0.84
O 1.7962 0.7011 1.8532 -0.98
H 0.9292 1.3698 0.0889 0.13
H -0.6594 -1.8935 -0.9601 0.25
```

Computed properties:
- energy above the lowest of the compared OMol25 structures with the same formula, charge and spin (kcal/mol) = 3.5
- LUMO level (Ha) = 0.233
- SMILES = N[C@H](C[O-])C[S-]
- maximum force (eV/A) = 0.7
- charge = -2

(5)
The molecule C3H7NOS at a distorted geometry. Source: the OMol25 dataset; level of theory: the ωB97M-V functional and the def2-TZVPD basis.

```
13
Properties=species:S:1:pos:R:3:mulliken_charge:R:1
H -0.5216 -0.4399 -1.9846 0.39
O 2.1507 -0.8609 -0.0008 -0.69
N 1.2043 1.2227 0.9168 -0.46
H -2.0362 0.3260 -0.0984 0.39
H 0.6300 2.0261 0.8258 0.25
S 0.8868 -0.1019 -0.0438 1.00
H -0.3882 -1.9261 1.3648 0.30
H -2.3863 -1.1298 0.8306 0.33
C -1.6524 -0.6642 0.2382 -0.73
C -0.4828 -0.9619 0.7367 -0.16
H 2.1474 1.3547 0.8204 0.26
C -0.0731 0.3018 -1.3990 -1.11
H 0.5213 0.8532 -2.2066 0.23
```

Computed properties:
- energy above the lowest of the compared OMol25 structures with the same formula, charge and spin (kcal/mol) = 133.7
- LUMO level (Ha) = 0.023
- SMILES = C=C[S@@](=C)(N)=O
- maximum force (eV/A) = 4.9
- charge = 0

(6)
The molecule C3H7NOS at a distorted geometry. Source: the OMol25 dataset; level of theory: the ωB97M-V functional and the def2-TZVPD basis.

```
13
Properties=species:S:1:pos:R:3:mulliken_charge:R:1
H 2.6238 0.9724 -0.7513 0.23
H -2.1984 -2.1058 0.8816 0.32
H 2.0344 1.1280 0.9368 0.26
H 2.8755 -0.3503 0.3630 0.26
S -1.8941 0.2066 0.0604 -0.12
C 2.1468 0.3840 0.1082 -0.62
C -1.8310 -1.6189 0.0330 -0.76
C -0.3519 0.8632 -0.0931 0.64
N 0.0115 2.0220 -0.2430 -0.56
H -0.6768 2.6729 -0.2306 0.21
O 0.9331 -0.2949 -0.0884 -0.42
H -2.7294 -1.7650 -0.6409 0.26
H -0.9433 -2.1144 -0.3357 0.31
```

Computed properties:
- energy above the lowest of the compared OMol25 structures with the same formula, charge and spin (kcal/mol) = 71.0
- LUMO level (Ha) = 0.022
- SMILES = [H]/N=C(/OC)SC
- maximum force (eV/A) = 5.4
- charge = 0

(7)
The molecule C3H7NOS at a distorted geometry. Source: the OMol25 dataset; level of theory: the ωB97M-V functional and the def2-TZVPD basis.

```
13
Properties=species:S:1:pos:R:3:mulliken_charge:R:1
C -0.8134 0.5854 -0.7910 0.51
H 1.0064 -0.5113 -0.7852 0.21
H 1.6909 -0.6266 2.4714 0.10
S 1.1924 -1.7743 1.9559 -0.25
O -1.8241 -0.0384 -1.0299 -0.58
H 0.4681 2.0533 -1.2777 0.21
H -0.4044 -1.9949 0.1727 0.31
C 0.3505 -0.0598 -0.0427 -0.52
C -0.1240 -1.2057 0.8638 -0.58
H -0.9607 2.1527 -2.1999 0.24
H 0.9189 0.6678 0.5342 0.40
N -0.5060 1.7994 -1.3690 -0.43
H -0.9946 -1.0475 1.4972 0.38
```

Computed properties:
- energy above the lowest of the compared OMol25 structures with the same formula, charge and spin (kcal/mol) = 6.8
- LUMO level (Ha) = 0.026
- SMILES = NC(=O)CCS
- maximum force (eV/A) = 1.6
- charge = 0

(8)
The molecule C3H7NOS at a distorted geometry. Source: the OMol25 dataset; level of theory: the ωB97M-V functional and the def2-TZVPD basis.

```
13
Properties=species:S:1:pos:R:3:mulliken_charge:R:1
C 2.5760 0.0143 -0.0874 -0.83
C -1.2652 0.8908 -0.2337 -0.28
H -1.5733 -1.3603 -0.4343 0.36
H -1.8748 1.6683 0.3115 0.25
C -1.5389 -0.5745 0.2361 -0.53
O 0.6098 -1.2284 -1.5002 -0.56
H -2.1306 -0.6807 1.1162 0.26
H -0.9296 0.9078 -1.3475 0.26
H 0.7531 -1.6532 0.6963 0.16
S 1.0176 -0.6511 -0.2330 0.68
H 2.3932 0.6086 0.8201 0.28
N -0.2639 0.1503 0.5914 -0.30
H 2.8701 0.6953 -0.9715 0.26
```

Computed properties:
- energy above the lowest of the compared OMol25 structures with the same formula, charge and spin (kcal/mol) = 137.8
- LUMO level (Ha) = 0.024
- SMILES = C=[S@H](=O)N1CC1
- maximum force (eV/A) = 4.1
- charge = 0